[1]
Entry from OMol25: C35H46Ge2MoO2PS2 as an isolated structure (ωB97M-V/def2-TZVPD).

```
89
Properties=species:S:1:pos:R:3
Mo -1.0947 0.2161 0.3490
C 3.7635 0.3035 -1.8702
C 2.2696 0.0166 -1.7290
Ge 1.4564 0.7567 -0.0567
C 2.4566 0.0776 1.5419
C 3.7347 0.8452 1.8732
C 1.7788 2.6916 -0.2683
C 0.7836 3.4982 -0.6630
Ge -0.9956 2.6006 -0.6740
C -2.0184 2.6856 -2.3950
C -2.2966 4.0392 -3.0451
C -2.1008 3.2431 0.8865
C -2.1582 4.7466 1.1696
C 0.9702 4.9195 -1.0314
C -0.1412 5.7502 -1.1734
C -0.0135 7.0908 -1.5073
C 1.2413 7.6368 -1.7164
C 2.3627 6.8247 -1.5912
C 2.2304 5.4881 -1.2581
H 4.1429 -0.0245 -2.8419
H 4.3405 -0.2223 -1.1036
H 3.9824 1.3718 -1.7760
H 2.0925 -1.0570 -1.7691
H 1.7214 0.4565 -2.5692
H 2.6671 -0.9813 1.3522
H 1.7781 0.1035 2.3987
H 4.4417 0.8353 1.0379
H 4.2464 0.4231 2.7431
H 3.5127 1.8920 2.0993
H 2.7888 3.0943 -0.1589
H -2.9640 2.1766 -2.1846
H -1.4851 2.0398 -3.0980
H -2.8587 4.6984 -2.3779
H -2.8890 3.9182 -3.9557
H -1.3731 4.5508 -3.3167
H -1.6984 2.7466 1.7751
H -3.1103 2.8499 0.7496
H -1.1588 5.1621 1.3270
H -2.7480 4.9510 2.0668
H -2.6232 5.2965 0.3477
H -1.1317 5.3436 -1.0130
H -0.9011 7.7055 -1.6053
H 1.3485 8.6815 -1.9815
H 3.3502 7.2359 -1.7636
H 3.1226 4.8777 -1.1891
C -4.7611 1.2372 4.7528
C -4.6828 -0.1220 4.1002
O -4.5824 0.0552 2.6629
P -3.4214 -0.6358 1.8507
S -3.5527 -0.0537 -0.0339
S -1.6055 -0.1945 2.6407
O -3.7333 -2.1751 2.0723
C -2.8636 -3.1853 1.4930
C -3.5758 -4.5120 1.5484
H -4.9252 1.1275 5.8261
H -5.5862 1.8116 4.3309
H -3.8337 1.7886 4.5939
H -5.5778 -0.7147 4.2813
H -3.8219 -0.6845 4.4643
H -1.9371 -3.1994 2.0648
H -2.6282 -2.8939 0.4685
H -3.8686 -4.7457 2.5730
H -2.9030 -5.2952 1.1940
H -4.4666 -4.5034 0.9196
C -0.2026 -1.4159 -0.0878
C 0.3939 -2.4926 -0.3592
C 1.0639 -3.6286 -0.6342
C 1.7365 -3.7702 -1.9427
C 3.0429 -4.2588 -2.0236
C 3.6946 -4.3189 -3.2445
C 3.0515 -3.9018 -4.4024
C 1.7522 -3.4212 -4.3329
C 1.0991 -3.3531 -3.1121
C 1.1289 -4.7022 0.3714
C 0.9020 -4.4232 1.7255
C 0.9210 -5.4348 2.6693
C 1.1702 -6.7471 2.2846
C 1.4012 -7.0355 0.9477
C 1.3838 -6.0254 -0.0014
H 3.5508 -4.5749 -1.1197
H 4.7125 -4.6866 -3.2919
H 3.5635 -3.9498 -5.3563
H 1.2443 -3.0963 -5.2334
H 0.0873 -2.9707 -3.0524
H 0.7243 -3.3968 2.0263
H 0.7504 -5.1993 3.7132
H 1.1888 -7.5377 3.0246
H 1.5916 -8.0558 0.6383
H 1.5509 -6.2638 -1.0446
```

**Highest occupied orbital energy (alpha / beta)**: -7.51 / -6.92 eV
**ΔE to the lowest compared entry with this formula, charge and spin**: 0.00 kcal/mol
**Gap between HOMO and LUMO (alpha / beta)**: 6.53 / 6.41 eV
**Spin multiplicity**: 2
**Charge**: 0


[2]
Entry from OMol25: C35H46N4O2RuS as an isolated structure in a non-equilibrium geometry (ωB97M-V/def2-TZVPD).

```
89
Properties=species:S:1:pos:R:3
Ru -0.8612 1.1549 0.2051
C -2.8431 1.0995 2.3585
C -3.9600 0.4381 1.5672
C -3.5520 -0.6581 0.6182
C -4.3387 -1.7958 0.4867
C -4.0180 -2.7480 -0.4652
C -2.9257 -2.5257 -1.2967
C -2.1865 -1.3796 -1.1054
N -2.4729 -0.4741 -0.1551
N -2.0473 2.1507 1.6245
C -2.9110 3.1778 0.9535
C -3.0760 2.9296 -0.5213
C -4.0109 3.6290 -1.2660
C -4.0374 3.4628 -2.6407
C -3.1458 2.5740 -3.2356
C -2.2605 1.8915 -2.4347
N -2.2160 2.0721 -1.1027
C -1.1265 2.8085 2.6076
C 0.1552 2.0473 2.7785
C 0.9408 2.1760 3.9086
C 2.2160 1.6304 3.9033
C 2.6687 0.9708 2.7656
C 1.8166 0.8422 1.6916
N 0.5774 1.3568 1.7001
H -2.1294 0.3471 2.7040
H -3.2674 1.5868 3.2396
H -4.5386 1.1779 1.0065
H -4.6578 0.0240 2.2950
H -5.2070 -1.9220 1.1199
H -4.6194 -3.6415 -0.5714
H -2.6648 -3.2205 -2.0830
H -1.3449 -1.1513 -1.7524
H -2.4363 4.1524 1.0718
H -3.8765 3.2449 1.4582
H -4.7054 4.2981 -0.7745
H -4.7436 4.0187 -3.2440
H -3.1500 2.4082 -4.3039
H -1.5758 1.1602 -2.8455
H -1.6349 2.9638 3.5608
H -0.8640 3.7944 2.2199
H 0.5698 2.7168 4.7692
H 2.8565 1.7360 4.7695
H 3.6698 0.5665 2.7152
H 2.1094 0.3242 0.7890
C 0.3923 1.0364 -5.4772
C 1.4634 2.0035 -4.9888
C 1.1987 2.5476 -3.5840
S 1.4048 1.2306 -2.3661
O 0.5993 1.7114 -1.1132
C 3.1351 1.4220 -1.8969
C 3.5180 2.6894 -1.1223
C 4.0324 3.8582 -1.9665
H 0.5496 0.7907 -6.5254
H -0.6023 1.4818 -5.3944
H 0.4004 0.0947 -4.9227
H 1.5162 2.8687 -5.6515
H 2.4524 1.5394 -5.0364
H 0.1678 2.8860 -3.4683
H 1.8735 3.3543 -3.3097
H 3.6717 1.3307 -2.8470
H 3.3488 0.5165 -1.3254
H 4.3121 2.3828 -0.4389
H 2.6817 3.0015 -0.4915
H 4.6392 3.5141 -2.8046
H 4.6666 4.4990 -1.3562
H 3.2357 4.4964 -2.3468
C 3.7509 -6.7071 1.1401
C 2.8152 -5.5799 1.3541
C 2.1670 -5.4382 2.6247
C 1.2219 -4.4004 2.9196
C 0.6612 -4.3667 4.3110
C 0.9129 -3.5122 1.9082
C -0.1189 -2.4818 2.2101
O -0.3760 -1.4411 1.6325
C 1.5331 -3.6638 0.6109
C 1.1070 -2.8096 -0.5269
C 2.4879 -4.6639 0.3812
H 4.3796 -6.8762 2.0162
H 4.3644 -6.5762 0.2525
H 3.1699 -7.6303 1.0127
H 2.4039 -6.1581 3.4011
H 1.2484 -4.9996 4.9725
H -0.3614 -4.7562 4.3240
H 0.6494 -3.3641 4.7338
H -0.7255 -2.7422 3.0900
H 0.0316 -2.9319 -0.6803
H 1.6289 -3.0787 -1.4417
H 1.2717 -1.7526 -0.3050
H 2.9450 -4.7409 -0.5972
```

**Highest occupied orbital energy (alpha / beta)**: -19.57 / -19.87 eV
**ΔE to the lowest compared entry with this formula, charge and spin**: 0.00 kcal/mol
**Gap between HOMO and LUMO (alpha / beta)**: 8.55 / 6.02 eV
**Spin multiplicity**: 5
**Charge**: +4


[3]
Entry from OMol25: C35H47BF4N3O2PRh as an isolated structure in a non-equilibrium geometry (ωB97M-V/def2-TZVPD).

```
94
Properties=species:S:1:pos:R:3
Rh 0.2475 0.2248 -0.1852
C -0.4950 -0.3916 3.8643
C 0.7585 -0.2193 4.4430
C 1.8485 0.0520 3.6403
C 1.6650 0.1432 2.2696
N 0.4415 -0.0174 1.7189
C -0.6166 -0.2775 2.4995
C 2.6469 0.4654 1.2523
C 4.0304 0.5162 1.3952
C 4.8160 0.8275 0.2976
C 4.2263 1.0912 -0.9377
C 2.8438 1.0311 -1.0967
C 2.0772 0.7055 0.0087
H -1.3686 -0.6128 4.4607
H 0.8784 -0.2896 5.5162
H 2.8292 0.2133 4.0651
H -1.5559 -0.4285 2.0013
H 4.4935 0.2960 2.3502
H 5.8923 0.8594 0.4003
H 4.8444 1.3436 -1.7903
H 2.3833 1.2354 -2.0577
O -0.9161 -1.6869 0.0435
P -0.5337 -3.1416 -0.2924
C -0.5147 -4.0112 1.2907
C 0.0038 -5.4664 1.2930
C -0.3727 -6.1331 2.6145
C -1.8957 -6.3135 2.7216
C -2.6609 -5.1909 1.9990
C -1.8773 -3.8821 2.0317
C 1.1618 -3.1396 -0.9228
C 1.7133 -4.4820 -1.4828
C 1.7078 -4.5040 -3.0090
C 2.6075 -3.3979 -3.5864
C 2.6440 -2.1438 -2.6910
C 1.3067 -2.0227 -1.9774
C -1.6621 -3.7599 -1.5597
C -3.0954 -3.2414 -1.3111
C -3.9913 -3.5764 -2.5030
C -4.0002 -5.0758 -2.7866
C -2.5822 -5.5865 -3.0248
C -1.6807 -5.2781 -1.8280
H 0.2143 -3.3868 1.8231
H 1.0854 -5.4760 1.1548
H -0.4314 -6.0392 0.4711
H -0.0070 -5.5104 3.4371
H 0.1284 -7.0970 2.7061
H -2.1838 -6.3374 3.7742
H -2.1823 -7.2778 2.2977
H -3.6396 -5.0488 2.4590
H -2.8497 -5.4716 0.9604
H -1.6839 -3.6152 3.0747
H -2.4623 -3.0627 1.6105
H 1.7521 -2.8624 -0.0394
H 1.1581 -5.3304 -1.0891
H 2.7408 -4.6058 -1.1320
H 0.6831 -4.3843 -3.3748
H 2.0463 -5.4794 -3.3590
H 2.2385 -3.1164 -4.5738
H 3.6226 -3.7759 -3.7198
H 2.8251 -1.2617 -3.3021
H 3.4479 -2.2117 -1.9514
H 0.4969 -2.0531 -2.7029
H 1.2144 -1.0140 -1.5338
H -1.2840 -3.2526 -2.4585
H -3.0729 -2.1646 -1.1471
H -3.5023 -3.7116 -0.4092
H -3.6200 -3.0409 -3.3835
H -5.0046 -3.2183 -2.3113
H -4.6304 -5.2937 -3.6500
H -4.4341 -5.6053 -1.9302
H -2.1672 -5.1048 -3.9174
H -2.5879 -6.6620 -3.2104
H -0.6789 -5.6625 -2.0162
H -2.0757 -5.7980 -0.9519
N -3.4027 6.2696 -0.0777
C -3.7870 5.0200 0.2654
O -4.9041 4.7417 0.6416
C -2.7374 3.9245 0.1951
C -1.3901 4.1228 -0.0653
C -0.5353 3.0397 -0.0539
N -0.9757 1.7988 0.2079
C -2.2794 1.5956 0.4244
C -3.1817 2.6343 0.4359
H -4.1062 6.9892 -0.0636
H -2.5173 6.4793 -0.4978
H -0.9720 5.0964 -0.2793
H 0.5176 3.1529 -0.2584
H -2.5970 0.5717 0.5663
H -4.2320 2.4604 0.6209
F -0.9306 1.6070 -4.0813
B -0.2679 0.5519 -3.5292
F 1.1129 0.6019 -3.6759
F -0.8053 -0.6796 -3.8549
F -0.4875 0.7204 -2.0107
```

**Highest occupied orbital energy**: -11.44 eV
**ΔE to the lowest compared entry with this formula, charge and spin**: 29.77 kcal/mol
**Gap between HOMO and LUMO**: 7.66 eV
**Spin multiplicity**: 1
**Charge**: +1